Entry 1:
Formula: C27H23CoN5O4S4
Source: the OMol25 dataset
Level of theory: the ωB97M-V functional and the def2-TZVPD basis

The spin multiplicity is 2. The charge is -2. The value obtained for the gap between HOMO and LUMO (spin up / spin down) is 4.96 / 5.19 eV.

Cartesian coordinates (Å):
Co: -0.0053 -0.8377 -1.7405
S: -2.6705 -3.3111 1.3972
S: -0.0740 -1.9750 0.6389
S: -1.0533 -1.6916 -4.2744
S: -0.3509 -2.9094 -2.7474
O: -0.6705 -2.2547 -5.5704
O: -0.2967 -0.4329 -3.9784
O: -2.4932 -1.5135 -4.1235
O: 0.2744 1.0689 -1.3954
N: -1.8636 -0.5733 -1.2577
N: 2.2276 2.1623 3.2219
N: 3.0007 0.9309 1.3439
N: -2.5276 -1.5211 -0.4698
N: 1.9558 -1.0160 -1.9977
C: -1.6359 0.3187 5.0915
C: -3.0326 -1.2465 3.2400
C: 3.1900 1.5937 3.9446
C: 4.0745 0.6727 3.4203
C: 4.6469 -1.5370 -2.1744
C: 4.1091 -1.1099 -0.9647
C: -0.7355 3.8528 -3.4616
C: 2.7398 -0.8550 -0.9402
C: 3.9470 0.3584 2.0717
C: -2.6486 2.4932 -3.0180
C: -2.3640 -0.0953 2.8329
C: -2.9866 -1.6051 4.5852
C: 4.9934 -1.0730 0.2138
C: -1.6689 0.6800 3.7514
C: -1.7512 -2.1511 0.3460
C: 3.8391 -1.6564 -3.2897
C: -2.5433 0.4552 -1.6072
C: -3.7437 -2.1016 2.2323
C: 0.0454 2.9970 -2.7145
C: 2.1764 1.7813 1.9448
C: 4.9082 -0.5731 1.4469
C: -4.0112 0.5925 -1.2975
C: 2.4830 -1.3895 -3.1631
C: -0.4893 1.8375 -2.1047
C: -1.8842 1.5943 -2.2784
C: -2.1007 3.6151 -3.6212
C: -2.3000 -0.8287 5.5086
H: -4.1778 -1.4945 1.4392
H: -3.7049 2.2906 -3.1501
H: -2.3711 0.1822 1.7840
H: -2.2757 -1.1233 6.5519
H: 4.8323 0.2054 4.0359
H: 5.7069 -1.7666 -2.2347
H: 3.2504 1.8902 4.9874
H: 5.7232 -0.8504 2.1086
H: -4.3193 -0.1374 -0.5593
H: 4.2356 -1.9752 -4.2437
H: 2.2466 -0.5117 -0.0474
H: -4.5811 0.4050 -2.2124
H: -3.4907 -2.5109 4.9070
H: -1.1358 1.5587 3.4134
H: -4.5318 -2.6918 2.7042
H: -1.0895 0.9245 5.8054
H: -4.2331 1.6027 -0.9524
H: 1.3901 2.1997 1.3261
H: 1.1115 3.1602 -2.6051
H: 1.7827 -1.4732 -3.9851
H: -2.7178 4.2839 -4.2082
H: 5.9165 -1.6235 0.0427
H: -0.2772 4.7092 -3.9485


Entry 2:
Formula: C27H23F10IrN3O5Te
Source: the OMol25 dataset
Level of theory: the ωB97M-V functional and the def2-TZVPD basis

The spin multiplicity is 2. The relative energy (zero: lowest compared OMol25 entry of this formula, charge and spin) is 2.712 eV. The charge is 0. The value obtained for the gap between HOMO and LUMO (spin up / spin down) is 7.22 / 7.07 eV.

Cartesian coordinates (Å):
Ir: 0.3349 0.0524 -0.4377
Te: 1.1532 -3.2781 -0.9519
F: 2.2322 0.7142 2.2185
F: -0.5804 -0.9266 5.5911
F: 0.3143 -3.3458 -2.6174
F: 1.7934 0.1412 4.7990
F: -2.1154 -0.8128 1.1573
F: -0.0225 -4.5743 -0.3531
F: -2.5264 -1.3965 3.7487
F: 2.1952 -4.6651 -1.5973
F: 2.1518 -3.4271 0.6015
F: 2.4526 -2.1453 -1.6660
O: -0.7893 2.3275 1.0140
O: 2.6117 0.9249 -0.4580
O: 0.7615 3.7303 0.1348
O: 0.0862 -1.9493 -0.2755
O: 3.7098 2.9522 -0.4037
N: 0.0763 -0.4921 -2.5732
N: 0.0887 2.1754 -1.4835
N: -1.1909 -0.8632 -2.8527
C: 0.0958 -0.0869 1.5701
C: -0.0816 3.1675 -3.6484
C: 1.4037 4.1029 -2.0366
C: 0.9170 4.0805 -3.3226
C: -1.0338 4.0912 3.2704
C: -2.6755 -1.5250 -4.7284
C: 3.0472 2.0062 -0.4829
C: -0.4343 2.2148 -2.7189
C: 0.3479 6.3716 0.4666
C: -1.3924 -1.0085 -4.1769
C: -0.3607 -0.6589 4.2989
C: -0.2276 3.3762 1.0533
C: -0.2519 5.8316 1.7428
C: -1.6054 7.4747 4.9024
C: -0.6240 6.7780 2.6913
C: 0.8917 3.1704 -1.1169
C: -1.1889 6.4288 3.9075
C: 1.0439 0.1542 2.5480
C: -1.3468 -0.8988 3.3586
C: -0.2127 -0.6445 -4.7858
C: -1.3695 5.0814 4.1811
C: 0.6809 -0.3366 -3.7411
C: 0.8457 -0.1225 3.8905
C: -0.4720 4.4701 2.0328
C: 2.1023 0.0965 -3.8248
C: -1.1019 -0.6061 2.0302
C: -1.2597 2.6606 3.6771
H: 0.3017 7.4593 0.4818
H: 2.1636 4.7975 -1.7106
H: -0.3686 2.0538 3.5257
H: -2.7118 -1.3637 -5.8031
H: -0.1853 6.0255 -0.4198
H: -1.1604 7.2819 5.8793
H: -0.5689 3.1807 -4.6126
H: -2.0535 2.1971 3.0926
H: -1.7913 4.7850 5.1349
H: -1.7635 -1.2071 -2.0955
H: -1.1659 1.4570 -2.9505
H: -0.4676 7.8264 2.4655
H: -1.3089 8.4714 4.5797
H: 2.5480 0.1090 -2.8335
H: 2.6717 -0.5959 -4.4444
H: 1.2728 4.7984 -4.0496
H: -0.0053 -0.6517 -5.8424
H: -2.6890 7.4685 5.0333
H: -2.7662 -2.5959 -4.5413
H: 1.3896 6.0768 0.3580
H: -1.5303 2.6191 4.7310
H: 2.1804 1.0910 -4.2705
H: -3.5330 -1.0279 -4.2745


Number 1: E -124983.3022 eV, M 668.7 Da. Number 2: E -80385.8166 eV, M 979.3 Da.